[1]
Formula: C14H30N2O3
Source: the Open Molecules 2025 dataset
Level of theory: ωB97M-V/def2-TZVPD

CARTESIAN COORDINATES (ANGSTROEM)
1 C 2.99182 -1.37972 4.23108
2 C 1.90517 -1.20853 3.19808
3 O 0.85262 -0.44449 3.73155
4 C -0.30977 -0.47479 2.93384
5 N -1.43474 -0.65288 3.70975
6 C -2.53321 -1.10652 2.92882
7 C -3.84459 -0.87030 3.69973
8 O -4.27208 -2.03845 4.39893
9 H 3.71285 -2.10984 3.87361
10 H 2.57397 -1.77593 5.14921
11 H 3.52955 -0.45679 4.41474
12 H 2.36374 -0.73539 2.32668
13 H 1.57409 -2.20538 2.90468
14 H -0.22200 -1.18165 2.08794
15 H -0.40446 0.54431 2.46667
16 H -2.45667 -2.19435 2.79882
17 H -2.61053 -0.59710 1.95436
18 H -3.68412 -0.10281 4.44121
19 H -4.64885 -0.55953 3.02957
20 H -4.46328 -2.70538 3.72466
21 C 0.85220 -0.57754 -4.01975
22 C -0.01964 -0.41526 -2.74748
23 C -1.23403 0.48947 -3.01748
24 C -0.92141 1.98196 -3.04180
25 C -0.18020 2.38002 -1.76938
26 C 1.09213 1.55618 -1.55377
27 N 0.81090 0.08800 -1.61389
28 O 0.28105 -0.27860 -0.50273
29 C 2.13749 1.97865 -2.60508
30 C 1.71727 1.92333 -0.21046
31 C -0.55574 -1.81626 -2.46464
32 H 1.75179 0.02883 -4.01992
33 H 1.20443 -1.60436 -4.11907
34 H 0.29005 -0.33267 -4.92173
35 H -1.98539 0.31539 -2.24058
36 H -1.69908 0.19227 -3.95876
37 H -0.34011 2.23692 -3.93221
38 H -1.85287 2.54725 -3.11337
39 H 0.07907 3.43994 -1.80424
40 H -0.85022 2.25396 -0.91317
41 H 3.02354 1.34465 -2.54942
42 H 2.45330 3.00499 -2.41993
43 H 1.76286 1.95895 -3.62605
44 H 1.02478 1.78907 0.61875
45 H 2.01293 2.97160 -0.21900
46 H 2.60793 1.32300 -0.01682
47 H 0.24786 -2.49580 -2.17876
48 H -1.02528 -2.20607 -3.36822
49 H -1.30516 -1.82234 -1.67494

- HOMO energy (eV) = -6.015
- LUMO level (eV) = -2.93
- Kohn-Sham gap (eV) = 3.09
- 2S+1 = 1
- net charge = 0


[2]
Formula: C24H29N3O2
Source: the Open Molecules 2025 dataset
Level of theory: ωB97M-V/def2-TZVPD

CARTESIAN COORDINATES (ANGSTROEM)
1 C -4.22044 -2.23174 -1.35136
2 C -4.25883 -0.86338 -1.96999
3 C -4.93753 -0.67586 -3.16802
4 C -5.01778 0.56856 -3.76382
5 C -4.42112 1.65846 -3.15573
6 C -3.73908 1.48533 -1.96654
7 C -3.63787 0.23400 -1.37175
8 C -2.88456 0.11987 -0.06578
9 N -1.72691 1.00779 -0.04191
10 C -1.55449 1.72608 1.20307
11 C -1.02975 0.83749 2.33848
12 N 0.23901 0.25743 1.93334
13 C 0.86675 -0.53140 2.98105
14 C 2.32717 -0.72525 2.66990
15 C 3.03104 -1.83866 2.97402
16 C 4.44483 -1.96282 2.67672
17 O 5.10202 -2.96082 2.94184
18 C 5.02986 -0.78173 2.01350
19 C 6.38171 -0.76695 1.66418
20 C 6.93651 0.32553 1.03773
21 C 6.14408 1.43266 0.74301
22 C 4.80875 1.44391 1.07665
23 C 4.23970 0.33938 1.71715
24 N 2.91638 0.33800 2.06585
25 C 0.07703 -0.51447 0.70964
26 C -0.45344 0.40129 -0.40851
27 C -0.48787 -0.31994 -1.75535
28 C -0.54565 0.65774 -2.93086
29 O -0.65314 0.00206 -4.17063
30 H -4.80997 -2.92924 -1.94106
31 H -3.20003 -2.61353 -1.30168
32 H -4.62430 -2.21193 -0.33961
33 H -5.41209 -1.52392 -3.64135
34 H -5.54772 0.68666 -4.69719
35 H -4.48517 2.63774 -3.60647
36 H -3.26425 2.32385 -1.47900
37 H -2.60786 -0.92274 0.12439
38 H -3.56692 0.42016 0.73730
39 H -0.83268 2.52965 1.02544
40 H -2.50477 2.17828 1.49274
41 H -1.77494 0.05837 2.57743
42 H -0.86760 1.44194 3.23452
43 H 0.78371 0.02654 3.92070
44 H 0.38190 -1.50998 3.12788
45 H 2.55102 -2.67555 3.45577
46 H 6.96812 -1.64117 1.90372
47 H 7.98264 0.32897 0.77241
48 H 6.57948 2.28923 0.24991
49 H 4.18972 2.30088 0.85104
50 H 2.31498 1.11416 1.81812
51 H -0.60703 -1.36755 0.86261
52 H 1.05155 -0.91809 0.42547
53 H 0.25494 1.23764 -0.49487
54 H -1.34824 -0.98448 -1.81969
55 H 0.41645 -0.93009 -1.84552
56 H 0.34337 1.30659 -2.91512
57 H -1.43661 1.28125 -2.85037
58 H 0.09593 -0.59622 -4.27339

- HOMO energy (eV) = -8.230
- energy relative to the best compared isomer or geometry (same formula, charge and spin) (eV) = 1.427
- LUMO level (eV) = 0.49
- Kohn-Sham gap (eV) = 8.72
- SMILES = Cc1ccccc1CN1CCN(Cc2cc(=O)c3ccccc3[nH]2)C[C@H]1CCO
- 2S+1 = 1
- net charge = 0


[3]
Formula: C3F7NO2
Source: the Open Molecules 2025 dataset
Level of theory: ωB97M-V/def2-TZVPD

CARTESIAN COORDINATES (ANGSTROEM)
1 C -0.02404 0.06671 -0.00790
2 C 1.40517 -0.44236 0.02692
3 C -1.26495 -0.69262 0.00694
4 N -0.09512 1.47805 0.37075
5 O -0.51372 1.47234 1.53209
6 O 0.30407 2.40848 -0.26761
7 F -0.33718 0.31995 -2.11956
8 F 1.87927 -0.24212 1.30425
9 F 1.45279 -1.71946 -0.30371
10 F 2.14304 0.25640 -0.79509
11 F -1.40980 -1.14394 1.31706
12 F -2.30885 -0.00618 -0.30862
13 F -1.23068 -1.75525 -0.75552

- HOMO energy (spin up / spin down) (eV) = -12.840 / -12.612
- energy relative to the best compared isomer or geometry (same formula, charge and spin) (eV) = 2.879
- LUMO level (spin up / spin down) (eV) = -3.65 / -3.69
- Kohn-Sham gap (spin up / spin down) (eV) = 9.19 / 8.92
- 2S+1 = 1
- net charge = 0


[4]
Formula: C54H45N2NiO5PSSb
Source: the Open Molecules 2025 dataset
Level of theory: ωB97M-V/def2-TZVPD

CARTESIAN COORDINATES (ANGSTROEM)
1 Ni 0.47670 0.08205 -0.23940
2 C 4.95728 -2.65408 3.93790
3 C 5.51528 -2.15957 2.77061
4 C 4.72281 -1.50445 1.84747
5 C 3.36499 -1.33322 2.09391
6 C 2.81052 -1.82400 3.26734
7 C 3.60391 -2.48955 4.18393
8 P 2.34128 -0.33072 0.96483
9 C 3.30226 -0.39398 -0.56509
10 C 3.61147 0.75933 -1.22479
11 C 3.69105 0.79320 -2.68504
12 C 3.66267 -0.53568 -3.31805
13 C 3.50625 -1.68020 -2.59721
14 C 3.32706 -1.64466 -1.21138
15 C 2.56762 1.30316 1.74109
16 C 3.57393 1.67737 2.59783
17 C 3.53881 2.94818 3.19198
18 C 2.50025 3.80732 2.94957
19 C 1.44599 3.45585 2.07866
20 C 0.35539 4.30678 1.80964
21 C -0.63408 3.90337 0.95437
22 C -0.59117 2.64280 0.33908
23 C 0.44080 1.76372 0.58757
24 C 1.48633 2.17707 1.46027
25 H 5.57859 -3.16439 4.66024
26 H 6.57423 -2.27455 2.58675
27 H 5.15514 -1.10607 0.94009
28 H 1.75770 -1.65797 3.45468
29 H 3.16755 -2.87040 5.09550
30 H 3.55843 1.70085 -0.69410
31 H 4.50892 1.41371 -3.08749
32 H 3.68725 -0.56267 -4.39877
33 H 3.46584 -2.63636 -3.10142
34 H 3.13315 -2.54969 -0.65088
35 H 4.37969 0.99572 2.83611
36 H 4.33661 3.23398 3.86625
37 H 2.46348 4.77011 3.44373
38 H 0.31849 5.27888 2.28236
39 H -1.46592 4.55739 0.73499
40 H -1.38487 2.36945 -0.34173
41 O -2.65672 -2.27817 -4.76826
42 C -2.13811 -1.92640 -3.72534
43 C -0.92576 -2.55141 -3.07966
44 O -0.44665 -3.64436 -3.34232
45 C -0.53982 -1.62835 -2.01317
46 C -1.58448 -0.66337 -1.80326
47 O -1.53652 0.11717 -0.81102
48 C -2.57974 -0.76244 -2.86910
49 O -3.56907 -0.06906 -3.05356
50 O 0.52199 -1.56320 -1.34314
51 C -4.40298 -1.05097 4.18644
52 C -3.18321 -1.78264 4.66140
53 C -3.20684 -2.35272 5.93036
54 C -2.11801 -3.03598 6.43975
55 C -0.98252 -3.17663 5.66316
56 C -0.96118 -2.61874 4.40042
57 C -2.03856 -1.91348 3.88011
58 Sb -1.54179 -1.12082 1.86548
59 C -3.42347 -0.17878 1.22439
60 C -3.47764 1.11688 1.72724
61 C -4.51490 1.97147 1.41657
62 C -5.51323 1.54050 0.56030
63 C -5.44609 0.27251 0.02259
64 C -4.40633 -0.60249 0.33632
65 C -4.41519 -1.95726 -0.30430
66 C -1.36633 -3.21999 1.24573
67 C -0.12170 -3.53288 0.71683
68 C 0.18831 -4.81391 0.30560
69 C -0.76553 -5.80865 0.41202
70 C -1.98623 -5.51957 0.98844
71 C -2.29517 -4.24133 1.44174
72 C -3.59436 -4.03540 2.15898
73 H -5.26891 -1.32671 4.78657
74 H -4.61829 -1.27300 3.14476
75 H -4.25012 0.02539 4.25939
76 H -4.10184 -2.25643 6.53320
77 H -2.15797 -3.45678 7.43458
78 H -0.12322 -3.71769 6.03783
79 H -0.07952 -2.75401 3.78446
80 H -2.67646 1.46476 2.36962
81 H -4.53831 2.97061 1.82838
82 H -6.33037 2.19829 0.30133
83 H -6.20445 -0.05017 -0.67740
84 H -4.58278 -1.85965 -1.37587
85 H -5.22603 -2.56479 0.10255
86 H -3.47408 -2.47863 -0.14952
87 H 0.62659 -2.75691 0.60348
88 H 1.16227 -5.02980 -0.10517
89 H -0.55478 -6.80417 0.04999
90 H -2.72700 -6.30074 1.09638
91 H -4.41813 -4.49585 1.61658
92 H -3.79143 -2.97871 2.28712
93 H -3.53935 -4.49211 3.14845
94 C 3.91688 5.16203 -2.75441
95 C 3.47276 3.89695 -3.41989
96 C 3.78747 3.55025 -4.69848
97 C 3.07190 2.44480 -5.27524
98 N 2.36446 1.63790 -4.57304
99 C 2.40149 1.72645 -3.17363
100 S 0.81553 1.20554 -2.50093
101 N 2.70616 3.06141 -2.69211
102 C 3.07937 2.23502 -6.76084
103 H 4.49719 5.77249 -3.43879
104 H 4.53104 4.92912 -1.88554
105 H 3.05387 5.73447 -2.41873
106 H 4.43018 4.16444 -5.30358
107 H 2.23828 3.36579 -1.85133
108 H 3.65878 3.00343 -7.26623
109 H 2.06003 2.23779 -7.13996
110 H 3.50363 1.25809 -6.98401

- HOMO energy (spin up / spin down) (eV) = -3.681 / -3.705
- energy relative to the best compared isomer or geometry (same formula, charge and spin) (eV) = 5.048
- LUMO level (spin up / spin down) (eV) = 0.02 / 0.06
- Kohn-Sham gap (spin up / spin down) (eV) = 3.70 / 3.77
- 2S+1 = 1
- net charge = -1


The energy results, record by record, are as follows: -24119.851 -33924.500 -27711.815 -137648.973 eV.